Entry 1:
46
Properties=species:S:1:pos:R:3:mulliken_charge:R:1 method="wB97M-V/def2-TZVPD" homo_ev=-9.3 orbital_gap_ha=0.3085 energy_ha=-1510.40009 lumo_energy_ev=-0.90 smiles="CC[C@H](Cl)C1=C(CC(N)(N)N)C(=O)OC1=O.COCCOC"
C -2.72617 1.90476 4.00455 -1.225
C -1.23274 2.22380 4.09843 -0.516
C -0.57747 2.91013 2.87252 -0.203
Cl -1.74736 3.59334 1.69135 -0.154
C 0.39506 2.01165 2.16699 -0.308
C 0.24766 0.91981 1.40517 1.582
C -1.02194 0.27482 0.94593 -0.953
C -1.11448 -1.26054 1.14214 0.559
N -0.69739 -2.00303 -0.03363 -0.450
N -2.54125 -1.52354 1.34232 -0.691
N -0.33043 -1.64663 2.32793 -0.528
C 1.62473 0.44171 1.07934 0.316
O 1.95856 -0.53466 0.47790 -0.545
O 2.54378 1.30723 1.62186 -0.360
C 1.85131 2.28296 2.31682 -0.159
O 2.40302 3.15163 2.91971 -0.548
H -2.96449 1.28888 3.13621 0.355
H -3.31565 2.82229 3.95688 0.340
H -3.03081 1.36325 4.90281 0.367
H -0.67599 1.31164 4.32328 0.403
H -1.09217 2.89768 4.94908 0.397
H -0.00766 3.77161 3.21857 0.444
H -1.18594 0.49929 -0.11405 0.396
H -1.83839 0.74535 1.49318 -0.027
H -0.58522 -1.43274 -0.86042 0.100
H 0.14444 -2.53250 0.12501 0.290
H -2.83415 -1.19739 2.26116 0.260
H -2.67720 -2.53027 1.31094 0.330
H 0.58630 -2.00514 2.09273 0.214
H -0.82347 -2.33402 2.87975 0.282
C 1.56535 0.15846 -5.57870 -0.688
O 2.48786 -0.64273 -4.86554 -0.376
C 2.47966 -0.41027 -3.46584 -0.683
C 1.70233 -1.46805 -2.71766 -0.003
O 0.31376 -1.43313 -3.02882 -0.346
C -0.08957 -2.42820 -3.95143 -0.852
H 1.53698 -0.21177 -6.60208 0.242
H 0.56205 0.09823 -5.14952 0.287
H 1.88698 1.20568 -5.59178 0.325
H 2.06642 0.57955 -3.24610 0.360
H 3.51769 -0.42691 -3.12109 0.362
H 1.78406 -1.27985 -1.64653 0.121
H 2.11720 -2.45897 -2.92725 0.335
H -0.05890 -3.42155 -3.49092 0.315
H 0.54128 -2.42686 -4.84349 0.381
H -1.11590 -2.20796 -4.24028 0.253

---

Entry 2:
52
Properties=species:S:1:pos:R:3:mulliken_charge:R:1 method="wB97M-V/def2-TZVPD" homo_ev=-10.2 orbital_gap_ha=0.3890 energy_ha=-1969.56889 lumo_energy_ev=0.40 smiles="CC(=O)N(C)N(CC(=O)F)S(=O)(=O)F.CCOC(=O)OC.CCOC(=O)OC"
C 2.23120 -3.97271 5.21127 -1.227
C 3.09551 -2.78678 4.86157 0.724
O 3.87114 -2.30293 5.65154 -0.520
N 2.91129 -2.26761 3.56150 -0.056
C 3.21274 -3.15074 2.44033 -0.968
N 3.29952 -0.93251 3.39099 0.222
C 2.47261 0.04914 4.04967 -0.722
C 1.62732 0.76931 3.01716 0.568
O 1.48353 0.41811 1.90866 -0.456
F 0.98911 1.83722 3.49248 -0.248
S 4.92500 -0.50865 3.34476 1.215
O 5.31594 0.26246 4.47320 -0.597
O 5.18121 0.01436 2.04986 -0.592
F 5.57463 -1.90107 3.46302 -0.205
H 1.77634 -3.72776 6.16954 0.374
H 2.83476 -4.87130 5.30757 0.282
H 1.42549 -4.10566 4.49398 0.349
H 3.04908 -2.60872 1.51301 0.358
H 2.50041 -3.97526 2.45277 0.355
H 4.21845 -3.56759 2.46849 0.330
H 1.75280 -0.45653 4.69681 0.313
H 3.02656 0.74324 4.67662 0.439
C -0.80469 -0.01048 -0.27240 -0.981
C -2.08474 0.67708 0.14088 -0.321
O -3.21047 0.26065 -0.66299 -0.341
C -3.71043 -0.93652 -0.36035 0.701
O -3.32897 -1.67100 0.51265 -0.567
O -4.71574 -1.18346 -1.20188 -0.308
C -5.31088 -2.47413 -1.04811 -0.661
H -0.62111 0.13713 -1.33833 0.293
H 0.03585 0.38961 0.29522 0.283
H -0.86051 -1.08379 -0.09188 0.331
H -1.99752 1.75053 -0.01955 0.323
H -2.31120 0.51624 1.19419 0.423
H -5.62029 -2.64054 -0.01900 0.300
H -4.61302 -3.24991 -1.35859 0.294
H -6.18121 -2.48893 -1.69712 0.221
C -0.34351 4.72095 -6.62512 -1.100
C -0.13934 3.23637 -6.41311 -0.179
O -0.40637 2.84559 -5.05851 -0.357
C -1.69671 2.75111 -4.73460 0.750
O -2.62819 2.93903 -5.47357 -0.564
O -1.77535 2.40600 -3.45170 -0.260
C -3.11044 2.32945 -2.93336 -0.276
H 0.24973 5.29182 -5.90974 0.290
H -0.04551 5.00239 -7.63507 0.354
H -1.38777 4.99579 -6.48553 0.317
H 0.90211 2.97180 -6.58580 0.288
H -0.75039 2.64626 -7.09560 0.315
H -3.72934 1.67436 -3.54165 0.300
H -3.55126 3.32506 -2.89066 0.317
H -3.02732 1.91354 -1.93352 -0.124

---

Entry 3:
49
Properties=species:S:1:pos:R:3:mulliken_charge:R:1 method="wB97M-V/def2-TZVPD" homo_ev="-8.8 / -11.3" orbital_gap_ha="0.2085 / 0.2954" total_charge=+1 energy_ha=-3164.74200 s_squared=8.768 lumo_energy_ev="-3.10 / -3.23" spin_multiplicity=6
O 3.24308 1.50560 -2.62743 -0.563
H 4.20841 1.57554 -2.58361 0.314
Fe 0.13066 0.23347 -0.07701 -0.290
N -1.59944 -0.27728 -0.90295 0.752
N 0.67463 -0.35560 -1.84538 0.347
O -2.90214 -0.08172 -0.34965 -0.784
O 1.99091 -0.72806 -2.14066 -0.563
C -1.58390 -0.83845 -2.11538 0.354
C -0.26162 -0.89928 -2.65059 0.148
C -2.79244 -1.38214 -2.80301 -1.474
C 0.06457 -1.53674 -3.94803 -1.369
H -3.73368 -0.99755 -2.39585 0.393
H -2.83553 -2.48066 -2.74878 0.300
H -2.76531 -1.13856 -3.87159 0.383
H 1.11023 -1.85753 -3.95733 0.378
H -0.09033 -0.83158 -4.77857 0.287
H -0.58042 -2.40654 -4.12767 0.405
H -2.86762 -0.42872 0.57066 0.389
H 2.50765 0.12982 -2.27908 0.511
O 0.68267 -2.59090 0.39709 -0.475
H -0.11407 -3.10309 0.60972 0.267
H 1.05534 -3.03956 -0.37970 0.271
C 2.68972 2.47990 -1.70183 -0.584
H 2.96346 2.24923 -0.66234 0.309
H 1.60463 2.47201 -1.83066 0.171
H 3.08430 3.47916 -1.95085 0.378
O -1.89455 2.59458 -0.02640 -0.577
H -2.52032 1.84664 -0.10970 0.341
H -2.06847 2.97187 0.84499 0.304
C 1.37535 3.41575 1.08903 -0.893
C 1.81992 2.07793 1.54397 0.409
N 1.09862 0.94710 1.42472 0.304
C 1.38407 0.04065 2.48462 0.471
C 2.52484 0.38452 3.17986 -0.512
S 3.15070 1.91460 2.67569 -0.122
C 0.36426 -0.85789 2.92807 -0.321
C 0.36198 -1.55049 4.13514 -0.647
S -1.14955 -2.31214 4.42637 -0.151
C -1.74922 -1.61315 2.91332 0.649
N -0.86072 -0.91745 2.26543 0.088
C -3.14780 -1.84569 2.48034 -1.409
H 0.47729 3.74060 1.63894 0.214
H 2.18257 4.13157 1.27510 0.450
H 1.14422 3.39914 0.01844 0.236
H 2.94385 -0.20059 3.98432 0.407
H 1.20628 -1.56468 4.81142 0.346
H -3.61502 -2.55273 3.17157 0.441
H -3.73459 -0.91680 2.52013 0.325
H -3.17750 -2.28412 1.47510 0.391

---

Entry 4:
40
Properties=species:S:1:pos:R:3:mulliken_charge:R:1 method="wB97M-V/def2-TZVPD" homo_ev=-8.1 de_lowest_kcal_mol=70.6 orbital_gap_ha=0.3225 energy_ha=-1017.36203 lumo_energy_ev=0.68 smiles="S=C(CNC1CCCCC1)N1CCCCC1"
S 1.16270 -3.77022 -0.64811 -0.345
C 1.13271 -2.08064 -0.59509 0.217
C 1.30921 -1.31375 0.72511 -1.075
N -0.04419 -0.82054 1.11742 -0.065
C -0.29420 0.09532 2.21917 0.275
C -1.55502 -0.42546 2.83300 -1.069
C -2.10519 0.53065 3.90828 -0.691
C -2.68182 1.71456 3.19455 -0.590
C -1.37544 2.42169 2.54073 -0.889
C -0.50176 1.48809 1.66388 -0.418
N 0.98632 -1.26744 -1.79856 0.263
C 0.79080 -1.96730 -3.08755 -0.855
C 1.63101 -1.28207 -4.13839 -0.954
C 1.48490 0.29831 -4.23757 -0.723
C 1.49183 0.88723 -2.88199 -0.730
C 0.57080 0.23381 -1.86297 -0.359
H 1.87959 -1.82881 1.54849 0.422
H 1.86436 -0.50130 0.48564 0.494
H -0.66970 -1.64332 1.20344 0.253
H 0.49419 0.12909 2.90088 0.062
H -1.35624 -1.36629 3.33323 0.385
H -2.23811 -0.70462 2.00278 0.544
H -2.82302 -0.16939 4.38363 0.313
H -1.34503 0.83610 4.62102 0.326
H -2.99968 2.49230 3.90309 0.285
H -3.44522 1.58850 2.41017 0.332
H -0.81296 2.81404 3.45558 0.329
H -1.60535 3.26460 1.87065 0.373
H -1.00952 1.44016 0.65394 0.144
H 0.55718 1.93130 1.59997 0.258
H 0.99837 -2.98849 -2.97282 0.568
H -0.30880 -1.82925 -3.34643 0.233
H 1.51741 -1.72247 -5.04177 0.543
H 2.66574 -1.40371 -3.93275 0.350
H 2.18462 0.82488 -4.93954 0.327
H 0.47251 0.47655 -4.53590 0.341
H 1.22105 1.88113 -2.91115 0.421
H 2.56626 0.74898 -2.54018 0.294
H -0.46427 0.28045 -2.13271 0.302
H 0.65398 0.70731 -0.97117 0.110

---

Entry 5:
46
Properties=species:S:1:pos:R:3:mulliken_charge:R:1 method="wB97M-V/def2-TZVPD" homo_ev=-13.5 de_lowest_kcal_mol=9.3 orbital_gap_ha=0.2845 total_charge=+2 energy_ha=-3386.20613 lumo_energy_ev=-5.78
Sr -0.07309 1.18184 0.61201 1.868
C -0.24069 -3.77090 0.12912 -0.979
N 0.94787 -3.13321 -0.39030 0.142
C 1.77812 -4.02188 -1.17394 -0.898
C 1.16437 -1.79311 -0.16754 0.772
O 0.51206 -1.09675 0.70861 -0.776
C 2.31894 -1.05896 -0.86974 -0.956
O 1.87379 0.32023 -1.04114 -0.330
C 1.81367 0.76622 -2.41567 -0.738
C 0.69334 1.84296 -2.57420 0.435
O -0.02974 2.14549 -1.57581 -0.825
N 0.65541 2.33562 -3.84634 0.229
C -0.50475 3.04327 -4.42915 -0.829
C 1.89839 2.52284 -4.62292 -0.975
H 0.03285 -4.79245 0.35483 0.392
H -0.60343 -3.25654 1.02605 0.278
H -1.07251 -3.72689 -0.61981 0.316
H 1.34221 -5.02994 -1.14473 0.340
H 1.86244 -3.73014 -2.25411 0.333
H 2.82981 -4.11054 -0.77286 0.337
H 3.22207 -0.99371 -0.24418 0.383
H 2.60624 -1.50607 -1.81225 0.411
H 2.79491 1.19683 -2.73293 0.388
H 1.55479 -0.09458 -3.14445 0.462
H -1.43770 2.47083 -4.18267 0.290
H -0.62048 4.03393 -3.96585 0.358
H -0.44990 3.19976 -5.56700 0.337
H 2.39388 1.55845 -4.84898 0.343
H 1.66170 2.96487 -5.59451 0.318
H 2.65039 3.14222 -4.08728 0.374
C -0.02937 -0.64247 4.80190 -0.784
N -1.33184 -0.08056 4.43247 0.204
C -2.58276 -0.63252 4.56687 -0.412
C -3.47789 0.07362 3.87941 -0.316
N -2.82840 1.17834 3.43063 0.226
C -3.32035 2.27759 2.57906 -0.688
C -1.48823 1.09746 3.74459 -0.500
Se -0.20880 2.41665 3.52389 -0.162
H -0.09028 -1.56990 5.36800 0.316
H 0.52655 0.13369 5.33095 0.378
H 0.60334 -0.78879 3.90611 0.248
H -2.60978 -1.60925 5.06163 0.400
H -4.51108 -0.12099 3.60556 0.439
H -4.41679 2.28209 2.55503 0.321
H -2.90430 2.12679 1.54249 0.184
H -2.90499 3.24857 2.91913 0.345

---

Entry 6:
48
Properties=species:S:1:pos:R:3:mulliken_charge:R:1 method="wB97M-V/def2-TZVPD" homo_ev=-12.6 orbital_gap_ha=0.3325 total_charge=+1 energy_ha=-1603.22116 lumo_energy_ev=-3.51
C -1.22199 -1.41098 0.84843 -0.635
C -1.78877 -0.34267 1.77037 0.122
O -2.03941 0.89388 1.11895 -0.417
C -3.01468 0.89756 0.13514 -0.454
C -4.44520 0.95826 0.70264 -0.649
P -5.10664 -0.60847 1.25249 0.068
H -0.42812 -1.96552 1.34229 0.219
H -1.96778 -2.12435 0.49854 0.249
H -0.80443 -0.91813 -0.03037 0.078
H -1.09388 -0.09909 2.57008 0.236
H -2.70705 -0.69173 2.27030 0.006
H -2.87914 1.80918 -0.44486 0.297
H -2.91011 0.04943 -0.55224 0.354
H -4.50083 1.64979 1.54456 0.422
H -5.12330 1.31914 -0.07395 0.496
H -6.45926 -0.75094 0.97861 0.194
H -4.44696 -1.65524 0.63070 0.176
H -4.95576 -0.80817 2.61200 0.204
C 3.77373 -1.82310 3.96077 -0.383
C 2.94676 -0.93518 3.04083 -0.290
O 2.51501 -1.87214 2.03950 -0.207
C 2.55151 -3.12705 2.56847 0.568
O 2.08182 -4.07697 2.03275 -0.515
O 3.17131 -3.11062 3.75849 -0.349
H 3.70759 -1.55994 5.01131 0.318
H 4.81886 -1.87732 3.65786 0.258
H 2.06743 -0.52370 3.53778 0.210
H 3.51214 -0.13734 2.56907 0.359
C 1.83545 -1.38394 -1.20633 0.083
C 3.00962 -2.10014 -1.85689 -0.302
O 2.97622 -1.58101 -3.19617 -0.363
C 2.31993 -0.40821 -3.19912 0.601
O 2.24320 0.34883 -4.11175 -0.516
O 1.73722 -0.19031 -1.99106 -0.203
H 2.00127 -1.13465 -0.16428 0.027
H 0.90279 -1.94089 -1.31170 0.129
H 3.96258 -1.82266 -1.40616 0.266
H 2.91724 -3.18086 -1.88080 0.339
C 0.77743 2.91005 -2.90571 0.063
C -0.55700 3.23567 -3.55487 -0.288
O -1.03226 4.31686 -2.74638 -0.362
C 0.03310 4.91153 -2.14396 0.640
O -0.01926 5.92906 -1.53743 -0.517
O 1.14998 4.17879 -2.35089 -0.357
H 1.53482 2.55850 -3.59630 0.302
H 0.67842 2.19355 -2.08872 0.002
H -0.44792 3.57992 -4.58351 0.278
H -1.27567 2.42130 -3.51849 0.243

---

Entry 7:
49
Properties=species:S:1:pos:R:3:mulliken_charge:R:1 method="wB97M-V/def2-TZVPD" homo_ev=-8.1 de_lowest_kcal_mol=125.4 orbital_gap_ha=0.2547 energy_ha=-1412.44174 lumo_energy_ev=-1.18 smiles="C=CC(=O)OCO.COC(=O)OC.COC(=O)OC.COC(=O)OC"
C -2.95384 3.10781 2.65214 -0.391
C -3.67248 4.10439 3.44677 -0.409
C -5.05716 4.74823 2.95774 0.594
O -5.01638 5.42374 1.89449 -0.507
O -6.27702 4.61670 3.66775 -0.281
C -7.09170 3.54538 3.14942 -0.251
O -7.79514 3.88224 1.93156 -0.465
H -2.36030 3.46155 1.73561 0.247
H -3.04401 1.99887 2.93705 0.317
H -3.18343 4.44334 4.41534 0.312
H -7.90330 3.32948 3.93668 0.210
H -6.51331 2.57942 2.97755 0.302
H -7.57300 3.19659 1.26586 0.328
C -1.04769 2.01136 -1.39148 -0.750
O -1.12637 0.59167 -1.51561 -0.299
C -1.09739 -0.06610 -0.34598 0.827
O -1.01276 0.43554 0.74753 -0.539
O -1.17748 -1.37980 -0.60712 -0.321
C -1.15454 -2.20864 0.55357 -0.522
H -1.07895 2.43551 -2.39546 0.256
H -1.89957 2.39665 -0.82701 0.303
H -0.10699 2.30573 -0.92085 0.340
H -2.00854 -1.99342 1.19918 0.304
H -0.21706 -2.08145 1.09838 0.166
H -1.22411 -3.24618 0.22622 0.229
C 2.71744 -2.01517 1.10658 -0.672
O 2.63978 -3.37449 1.53494 -0.304
C 3.41052 -4.21856 0.83044 0.776
O 4.12709 -3.92113 -0.09222 -0.533
O 3.24328 -5.45232 1.33351 -0.323
C 4.00875 -6.46029 0.67580 -0.617
H 2.05691 -1.42523 1.74313 0.221
H 3.73425 -1.63321 1.21750 0.366
H 2.37848 -1.91687 0.07283 0.289
H 5.07724 -6.25560 0.76962 0.288
H 3.72142 -6.53850 -0.37485 0.290
H 3.79527 -7.41158 1.16385 0.218
C 1.07958 0.49192 -3.60147 -0.503
O 2.28658 0.27224 -4.32888 -0.346
C 3.38967 0.24912 -3.56456 0.782
O 3.42505 0.39430 -2.36731 -0.551
O 4.44599 0.03607 -4.36450 -0.344
C 5.69670 -0.01344 -3.68015 -0.574
H 0.25429 0.49130 -4.31410 0.322
H 0.91318 -0.31053 -2.88078 0.226
H 1.10280 1.46221 -3.10117 0.233
H 5.71101 -0.83619 -2.96223 0.259
H 5.90180 0.93684 -3.18263 0.284
H 6.47539 -0.18949 -4.42267 0.215

---

Entry 8:
46
Properties=species:S:1:pos:R:3:mulliken_charge:R:1 method="wB97M-V/def2-TZVPD" homo_ev="-16.8 / -16.8" de_lowest_kcal_mol=0.0 orbital_gap_ha="0.3377 / 0.1857" total_charge=+2 energy_ha=-1283.73204 s_squared=2.014 lumo_energy_ev="-7.60 / -11.73" spin_multiplicity=3
Ag -1.87290 1.72154 3.74688 0.759
Ag -4.31728 0.08411 1.85185 0.963
F -1.94669 0.39127 1.81216 -0.407
F -3.93113 0.77004 3.91675 -0.527
C 1.63197 -1.20467 -0.52128 -2.145
C 1.71634 0.22332 -1.04167 1.247
C 1.68426 0.17916 -2.56722 -1.032
C 1.40331 1.54345 -3.18891 -0.785
C 0.11976 2.17934 -2.65946 -1.057
C 0.10109 2.29286 -1.11593 1.362
N 0.58653 1.03178 -0.51907 0.745
O 0.55938 1.04605 0.82552 -0.324
C 0.93135 3.52204 -0.72916 -1.679
C -1.37674 2.42381 -0.68551 -1.684
C 3.01922 0.84190 -0.53734 -1.451
H 0.76956 -1.77477 -0.87545 0.500
H 1.60116 -1.29154 0.56727 0.475
H 2.51873 -1.73322 -0.86784 0.446
H 2.65304 -0.15697 -2.93278 0.486
H 0.94213 -0.51231 -2.97419 0.346
H 1.37163 1.46940 -4.27617 0.436
H 2.25398 2.20869 -3.00290 0.335
H -0.72934 1.59818 -3.02761 0.394
H 0.05135 3.17939 -3.08053 0.485
H 1.96403 3.56664 -1.06429 0.368
H 0.39683 4.38330 -1.12579 0.471
H 0.99588 3.65431 0.35539 0.374
H -1.88261 3.06966 -1.39652 0.475
H -1.84201 1.43789 -0.75044 0.346
H -1.44783 2.75250 0.35069 0.330
H 3.15665 0.75092 0.54559 0.388
H 3.12662 1.91631 -0.68172 0.244
H 3.90211 0.35675 -0.95056 0.457
H -0.32411 0.67796 1.11233 0.367
O -3.72451 -2.22694 1.85205 -0.592
C -2.71349 -2.90266 1.92993 0.601
O -2.51193 -3.88104 1.08935 -0.288
C -1.29953 -4.59702 1.39200 -0.500
C -0.49182 -3.61355 2.25910 0.082
C -1.60042 -2.82785 2.93644 -0.179
H -0.82588 -4.86808 0.45045 0.375
H -1.48135 -5.54781 1.89251 0.288
H 0.14728 -2.93843 1.69578 -0.288
H 0.11039 -4.18290 2.96574 0.386
H -1.39085 -1.78011 3.15434 0.073
H -2.00412 -3.23268 3.87023 0.332